[1]
20
Properties=species:S:1:pos:R:3 method="wB97M-V/def2-TZVPD" total_charge=0 energy_ha=-399.26673
C -0.91227 -0.37188 -0.19959
N -0.17695 -1.54439 -0.52322
C 0.10383 0.67511 0.83463
C 1.38238 0.98408 0.24720
N -2.10014 -0.41961 0.34057
H -0.65763 -2.41478 -0.34727
H 0.31809 -1.53575 -1.40036
H -2.48158 -1.36501 0.35081
H -0.53737 1.54323 0.95729
H 1.70971 2.01830 0.28438
H 2.18795 0.26870 0.38994
C 0.08102 -0.18122 2.08116
C -0.84619 0.62900 -1.71120
C 0.27752 1.06608 -2.08562
N 0.80169 -1.17587 2.37414
H 1.47436 -1.38419 1.63302
H -0.71280 0.10149 2.77451
H -1.84535 0.59083 -2.10017
H 1.12895 0.95099 -1.02357
H 0.80479 1.56491 -2.87666

[2]
62
Properties=species:S:1:pos:R:3 method="wB97M-V/def2-TZVPD" total_charge=-1 energy_ha=-3183.13639
C 10.05221 -0.42188 1.59603
C 8.66971 -0.27522 0.84702
O 8.00294 -1.26323 0.78665
O 8.24864 0.89095 0.23876
C 8.25642 2.01721 1.13228
C 6.83281 2.52100 1.60022
C 6.37583 1.96972 2.99673
C 5.72302 0.54459 2.96697
C 4.24291 0.51652 2.43934
S 4.05503 0.51681 0.61746
O 2.92729 -0.35480 0.19321
O 3.71837 1.91126 0.20984
O 5.32356 0.08518 -0.11056
H 9.83339 -0.90359 2.57470
H 10.47593 0.60722 1.72639
H 10.68371 -1.06592 0.94181
H 8.90591 1.89015 2.03365
H 8.70277 2.87228 0.54951
H 6.91845 3.64012 1.70341
H 6.11076 2.34236 0.76806
H 7.28672 1.93353 3.66372
H 5.68157 2.70437 3.48475
H 5.67512 0.18959 4.03826
H 6.36742 -0.21141 2.44619
H 3.80509 -0.45887 2.79111
H 3.59550 1.31591 2.86979
C -2.09908 -0.35951 -0.81071
C -1.15268 0.03109 0.34219
C -0.10528 -1.00865 0.74758
F -0.65797 -2.17160 1.17243
F 0.63105 -0.54052 1.77570
F -1.89927 0.41536 1.40960
F -0.48388 1.13954 -0.06605
O -3.39487 -0.88075 -0.46696
C -3.46783 -2.24864 -0.16103
C -3.84859 -2.50398 1.30158
F -2.99771 -1.90515 2.15205
F -3.81441 -3.83136 1.57303
F -2.32924 -2.85680 -0.52021
F -4.43365 -2.76931 -0.96347
H -2.32793 0.57002 -1.33498
H -1.60172 -0.98259 -1.55461
H 0.57561 -1.22751 -0.08029
H -4.85365 -2.12806 1.50907
C -7.55999 -0.03781 -4.30814
C -8.86210 -0.66237 -3.76939
C -9.74437 0.24123 -2.90575
F -9.12129 0.67351 -1.79507
F -10.84145 -0.44377 -2.49079
F -8.56422 -1.80999 -3.12185
F -9.60251 -1.02545 -4.85875
O -6.35668 -0.29121 -3.58637
C -6.07230 0.51168 -2.47776
C -6.09607 -0.26935 -1.16231
F -7.28429 -0.89009 -0.96708
F -5.91171 0.56261 -0.10888
F -6.89270 1.58232 -2.47049
F -4.82744 0.99714 -2.67490
H -7.38433 -0.50965 -5.27660
H -7.67681 1.02394 -4.53324
H -10.08803 1.11113 -3.47320
H -5.32365 -1.01932 -1.14965

[3]
125
Properties=species:S:1:pos:R:3 method="wB97M-V/def2-TZVPD" total_charge=+1 energy_ha=-5330.50877
F 2.83031 1.93948 -1.11201
C 2.30405 0.66730 -0.64851
C 1.04129 0.30652 -1.55150
C 1.26147 -0.92097 -2.55067
C 2.66000 -0.74251 -3.26618
N 2.62474 0.16213 -4.36243
C 4.02949 0.12440 -4.75685
N 4.38535 0.91125 -5.77054
C 5.82757 0.93683 -6.18182
C 6.57971 1.90579 -5.13029
C 5.76779 3.25404 -4.83382
Br 5.43418 4.22303 -6.55615
N 4.77982 -0.77192 -3.95872
N 3.93686 -1.31016 -3.01773
H 3.14940 -0.08766 -0.68365
H 1.99491 0.77647 0.45159
H 0.14161 0.18697 -0.87400
H 0.83084 1.23773 -2.18865
H 1.11546 -1.91608 -2.02543
H 0.47153 -0.88446 -3.37975
H 3.73032 1.52217 -6.27123
H 5.90787 1.32016 -7.24770
H 6.26122 -0.11814 -6.16301
H 6.72050 1.39099 -4.12061
H 7.61831 2.15053 -5.53737
H 6.32879 3.91331 -4.08352
H 4.74802 3.06236 -4.35952
H 5.79274 -0.96897 -4.08555
H 4.15518 -1.98949 -2.28444
C 1.09462 2.39783 3.45607
C 0.46768 1.18873 2.84122
N -0.03359 0.23088 2.36359
H 0.49139 3.27984 3.23893
H 1.16150 2.27045 4.53563
H 2.09742 2.54368 3.05058
C 7.01159 7.83634 -6.64823
C 8.20776 7.88545 -5.75457
N 9.14521 7.92459 -5.05379
H 7.30514 8.06488 -7.67420
H 6.56779 6.84019 -6.61856
H 6.27090 8.56819 -6.31690
C -3.52615 1.65605 5.03580
C -2.06014 1.72617 5.32298
N -0.91248 1.78036 5.54906
H -3.82722 2.51655 4.43651
H -3.75245 0.74310 4.48682
H -4.08522 1.65906 5.96694
C -6.45419 -1.78363 5.11135
C -6.13524 -0.39507 5.56726
N -5.88569 0.69187 5.92496
H -7.02655 -2.29998 5.87531
H -7.03965 -1.74556 4.19158
H -5.53194 -2.33411 4.92442
C -9.72383 -4.52590 5.38234
C -8.25587 -4.45159 5.64313
N -7.10723 -4.39300 5.86645
H -10.03813 -3.67004 4.78304
H -9.95698 -5.44442 4.84226
H -10.26947 -4.52021 6.32668
C -2.21988 -3.33873 -3.85546
C -2.26229 -2.13280 -2.97237
N -2.29595 -1.18940 -2.28007
H -1.71854 -3.09412 -4.79282
H -1.67536 -4.14268 -3.35875
H -3.23441 -3.67546 -4.07117
C 6.51250 12.12193 -4.70647
C 5.67973 10.96364 -5.15244
N 5.02702 10.05670 -5.50165
H 7.14296 11.82335 -3.86803
H 7.14653 12.45976 -5.52693
H 5.86682 12.94300 -4.39294
C 8.34449 6.33500 -1.75802
C 8.95250 6.54923 -0.40933
N 9.42821 6.71700 0.64608
H 8.88602 6.91589 -2.50655
H 8.39442 5.27805 -2.02318
H 7.30057 6.65139 -1.74844
C 8.59881 -3.66368 -4.30308
C 7.70113 -2.83556 -3.44199
N 6.99975 -2.18514 -2.76510
H 8.85512 -3.11206 -5.20859
H 9.51394 -3.90343 -3.76027
H 8.09444 -4.59027 -4.57978
C -7.84920 -4.40526 9.70770
C -8.64979 -5.58224 9.25210
N -9.27324 -6.50982 8.89484
H -7.20675 -4.69438 10.54023
H -7.22858 -4.04068 8.88781
H -8.51695 -3.60659 10.03305
C 8.99584 4.30567 -8.00901
C 9.16625 2.82898 -7.85026
N 9.29882 1.67206 -7.72182
H 8.44847 4.51946 -8.92738
H 8.43853 4.70576 -7.16065
H 9.97035 4.79135 -8.05599
C -13.14496 -7.44679 8.29047
C -12.73511 -7.58750 6.85673
N -12.43770 -7.70587 5.72871
H -13.24310 -6.39148 8.54676
H -14.10262 -7.94216 8.45392
H -12.39359 -7.90059 8.93771
C 9.88682 9.20606 -10.10511
C 10.05779 7.72965 -9.94566
N 10.19193 6.57389 -9.82195
H 9.33957 9.41827 -11.02438
H 9.33036 9.60821 -9.25760
H 10.86355 9.68880 -10.15182
C -13.41938 -8.64324 2.42374
C -14.05392 -9.86000 1.83031
N -14.55046 -10.81223 1.36582
H -14.03045 -7.76523 2.21086
H -13.32919 -8.76054 3.50437
H -12.42621 -8.49771 1.99742
C -14.42913 -10.77991 10.98025
C -14.13567 -9.37974 11.41513
N -13.90488 -8.27868 11.77010
H -14.99403 -11.29783 11.75614
H -15.01561 -10.76717 10.06076
H -13.49603 -11.31523 10.80090
C 0.74582 -1.25781 5.95776
C 0.95979 -2.73167 6.09083
N 1.12746 -3.88515 6.19432
H 0.19015 -1.04430 5.04344
H 0.18026 -0.88605 6.81272
H 1.70795 -0.74573 5.91750

[4]
9
Properties=species:S:1:pos:R:3 method="wB97M-V/def2-TZVPD" total_charge=0 energy_ha=-6012.94565
C -1.00648 0.83961 -0.71462
O -0.71763 -0.36656 -0.05126
Si 0.65996 -0.93506 0.46878
Cl 1.59104 0.92515 2.48998
Br 0.41983 -2.96490 1.27792
Br 2.29644 -0.72338 -1.04383
H -1.26356 0.70196 -1.79198
H -0.08000 1.35642 -0.47961
H -1.89960 1.16675 -0.15539

[5]
20
Properties=species:S:1:pos:R:3 method="wB97M-V/def2-TZVPD" total_charge=0 energy_ha=-1482.57386
C -1.11553 -1.40044 -0.35415
C -1.37976 -1.04032 0.93880
C 0.91175 -0.95811 0.78569
C 0.27829 0.54123 -0.98636
C 0.27018 -0.99284 -0.64953
C -0.21355 -0.61836 1.59077
C -0.25081 1.32796 0.18282
Si 0.84988 2.67829 0.96853
Cl 2.81726 2.24469 0.51440
Cl 0.82484 2.34110 2.90855
H -1.96484 -1.67842 -0.87495
H -2.34709 -1.15701 1.43222
H 1.16272 -2.01333 0.88443
H 1.73818 -0.28742 0.73032
H 1.27195 0.89994 -1.40794
H -0.26778 0.56673 -1.86423
H 0.75633 -1.52570 -1.50130
H -0.08005 -0.55581 2.63771
H -1.22111 1.63810 0.01133
H 0.80962 4.15039 0.73705

[6]
42
Properties=species:S:1:pos:R:3 method="wB97M-V/def2-TZVPD" total_charge=0 energy_ha=-1524.72135
C -0.57164 -1.75610 3.23971
H -0.89069 -2.38922 2.35721
O 0.40918 -0.68748 2.61284
C -0.16408 0.05216 1.65659
C -1.53925 -0.03570 1.17524
C -2.06107 0.93862 0.40745
C -1.20233 1.78235 -0.07396
C 0.21004 1.86762 -0.04289
C 0.64940 0.94447 0.93989
O 2.08663 0.92896 1.21212
C 2.66924 0.19794 1.99407
H 2.44230 -0.91051 1.48716
H 2.47835 -0.14424 2.91923
H 3.80475 0.33256 1.89815
O 1.18605 2.60374 -0.61075
C 0.74319 3.51742 -1.34136
H 1.77180 3.87149 -1.73153
H 0.09143 4.24960 -0.98511
H 0.45211 3.16469 -2.39078
H -1.51308 2.64583 -0.86243
C -3.44431 1.02627 -0.24139
O -4.24600 2.08415 0.04343
C -3.85887 -0.09555 -0.86394
H -3.58627 -0.02085 -1.77886
H -4.94251 -0.10990 -1.13413
S -3.13039 -1.80349 -0.40516
C -1.56609 -1.83559 -0.92422
N -1.10100 -0.62520 -1.80676
C 0.14698 -1.01523 -1.67555
C 1.27509 -0.36249 -2.39619
C 2.54502 -0.63065 -2.27396
C 2.78614 -1.80953 -1.47073
C 1.84804 -2.41674 -0.64290
C 0.50509 -2.15664 -0.91986
O -0.68325 -2.52346 -0.35134
H 2.06888 -3.06261 0.05607
H 3.87228 -2.06674 -1.35696
H 3.35003 -0.22602 -2.45855
H 1.00094 0.52446 -3.13271
H -2.39513 -0.36161 1.92331
H 0.07343 -2.44959 3.96898
H -1.57044 -1.23718 3.98061

[7]
16
Properties=species:S:1:pos:R:3 method="wB97M-V/def2-TZVPD" total_charge=0 energy_ha=-743.89439
C 1.88733 -1.30256 0.04284
C 1.55764 0.00429 -0.57990
C -0.19353 -0.59588 0.21478
C -2.08252 1.03137 0.31171
C -0.87849 0.37626 1.04842
O 2.75816 -2.12390 0.02127
O 0.71944 -1.56904 0.75176
S 1.89223 0.37599 -2.19873
H 1.91898 0.88793 0.06326
H -0.76706 -1.06928 -0.68771
H -2.38695 1.89370 0.78997
H -2.99938 0.32575 0.29796
H -1.78958 1.35378 -0.62157
H -1.30336 -0.08933 2.00427
H -0.22609 1.27520 1.34473
H 1.89317 -0.77429 -2.80306

[8]
84
Properties=species:S:1:pos:R:3 method="wB97M-V/def2-TZVPD" total_charge=+2 energy_ha=-6332.10729 multiplicity=3
N -6.73177 5.36402 -5.07907
C -6.47546 5.90237 -3.88565
C -5.62287 5.28560 -2.96092
C -4.92263 4.11474 -3.32864
C -5.23275 3.55696 -4.59613
C -6.14081 4.22753 -5.43739
C -3.88424 3.54684 -2.47540
Ni 0.97325 -0.27443 0.27993
P 5.58043 -0.76570 0.25642
C -3.00466 2.62172 -2.93538
C -1.97670 2.04708 -2.13881
C -0.80968 1.59644 -2.78197
C 0.19557 1.02406 -2.02215
C -0.08881 0.85746 -0.67052
C -1.16858 1.39937 0.02669
C -2.15040 1.99681 -0.74043
Br 2.01220 1.61036 0.97575
H -3.80661 3.96612 -1.46381
H -3.01555 2.33235 -3.98918
H -5.46934 5.73029 -1.98150
H -4.76380 2.64010 -4.95895
H -6.97040 6.84600 -3.63824
H -6.37626 3.80185 -6.42322
H -0.71149 1.72824 -3.85769
H -3.05523 2.40275 -0.28310
H 1.16428 0.73888 -2.41507
H -1.21665 1.35044 1.11146
P -0.18877 -1.96247 -0.12401
C 5.25989 1.02339 0.45195
C 6.43993 1.85508 -0.06092
H 5.11507 1.20964 1.52804
H 4.31141 1.28966 -0.04551
H 6.32854 2.90401 0.23187
H 7.38583 1.49496 0.36144
H 6.52023 1.81581 -1.15187
C 4.94378 -1.28259 -1.37459
C 5.83440 -2.36680 -2.01261
H 4.93804 -0.38502 -2.01179
H 3.90946 -1.63895 -1.24083
H 5.57957 -2.49366 -3.07155
H 6.90014 -2.10734 -1.96354
H 5.70984 -3.34104 -1.52473
C 4.55947 -1.64032 1.48252
C 5.40153 -1.99657 2.72232
H 4.20211 -2.56210 0.99906
H 3.70076 -0.99612 1.73128
H 4.88173 -2.73052 3.34474
H 6.37129 -2.42972 2.44748
H 5.60157 -1.11275 3.34040
C -0.20883 -2.97741 1.39201
C -1.09308 -4.22021 1.34478
H -0.51885 -2.30016 2.20638
H 0.84458 -3.24277 1.57535
H -2.13382 -3.98098 1.60413
H -1.09564 -4.70691 0.35892
H -0.73162 -4.95793 2.07134
C 0.80321 -2.83622 -1.38106
C 0.29094 -2.64241 -2.79816
H 0.81846 -3.89448 -1.09799
H 1.83562 -2.46724 -1.27375
H -0.60461 -3.23805 -2.99204
H 0.04330 -1.60069 -3.02690
H 1.04665 -2.95717 -3.52221
C -1.90756 -1.99092 -0.74195
C -3.02052 -1.65619 0.25444
H -2.06229 -2.99875 -1.16073
H -1.93618 -1.28434 -1.58268
H -3.74077 -0.97424 -0.21106
H -3.57071 -2.55981 0.54799
H -2.65913 -1.16785 1.17647
C -3.02380 0.66093 5.18198
P -1.58508 -0.05863 4.36588
C -0.18062 1.04699 4.61080
C -1.11292 -1.55185 5.26453
O -1.82995 -0.32529 2.90872
H -2.99865 0.52187 6.27130
H -3.92425 0.18382 4.77397
H -3.05564 1.73489 4.95688
H 0.15662 0.99421 5.65271
H 0.62069 0.73629 3.92791
H -0.47559 2.07799 4.36506
H -1.64912 -2.41849 4.86009
H -0.03357 -1.70763 5.14056
H -1.34413 -1.43517 6.33018

[9]
31
Properties=species:S:1:pos:R:3 method="wB97M-V/def2-TZVPD" total_charge=+1 energy_ha=-940.51140
C -2.96871 -0.18258 -3.45075
C -3.40711 0.12957 -2.19700
C -1.63053 0.05054 -3.80699
C -2.34892 0.58022 -1.29436
C -0.65748 0.47159 -2.95048
C -1.06394 0.80800 -1.61960
C 2.32845 0.11960 2.39896
C 2.75439 0.55676 0.98969
C 0.87588 0.59441 2.65739
C 1.88036 -0.23296 0.03491
C -0.05893 -0.11584 1.63503
C -0.27145 -1.61793 1.89249
O 0.59017 0.17541 0.35132
S 0.00320 1.65213 -0.56565
H -3.57107 -0.69644 -4.07953
H -4.28335 -0.15142 -1.80310
H -1.32492 -0.17044 -4.89251
H -2.62479 0.70145 -0.26095
H 0.33956 0.77377 -3.26817
H 2.41468 -1.09998 2.39229
H 2.95398 0.44149 3.17065
H 2.54590 1.66007 0.96599
H 3.85221 0.39924 0.79590
H 0.40748 0.47591 3.65023
H 1.08643 1.70403 2.41781
H 2.09531 0.01669 -1.08477
H 2.07204 -1.28014 0.28014
H -1.02953 0.32518 1.64660
H 0.22912 -2.02430 2.80196
H 0.13264 -2.31758 1.08023
H -1.32108 -1.74646 2.11225

[10]
20
Properties=species:S:1:pos:R:3 method="wB97M-V/def2-TZVPD" total_charge=0 energy_ha=-349.03249
C -0.06558 1.01763 1.31049
C -0.58383 0.47497 -0.02745
C -1.38414 -0.85444 0.34152
C -0.23521 -1.83558 0.85188
C 1.13088 -1.18861 0.39066
C 0.56713 -0.18594 -0.73867
C -0.40955 1.48920 -1.16986
H 0.93824 1.30118 1.23528
H -0.49928 1.91123 1.80302
H -0.03377 0.34166 2.18915
H -2.16821 -0.67844 1.08117
H -1.88193 -1.33447 -0.60627
H -0.38850 -1.85687 2.01392
H -0.28888 -2.89896 0.61252
H 1.64628 -0.58723 1.07210
H 1.80492 -2.00909 -0.09677
H 0.26346 -0.81854 -1.59755
H -0.48720 2.53965 -0.97956
H -1.06511 1.36097 -1.98192
O 1.00522 1.15319 -1.31207

[11]
13
Properties=species:S:1:pos:R:3 method="wB97M-V/def2-TZVPD" total_charge=+2 energy_ha=-319.99965
Be -0.04754 -0.02638 -0.13231
O 0.33546 0.54762 1.40069
H 1.10046 0.24762 1.89769
H 0.13846 1.39062 1.85669
O 0.26846 -1.57838 -0.08031
H 1.06246 -2.05738 -0.35031
H -0.46854 -2.21038 0.12769
O -1.71654 0.16262 -0.37731
H -2.23754 0.85662 -0.75631
H -2.27554 0.04162 0.38869
O 0.99946 0.79462 -1.06231
H 1.93946 0.84762 -0.90931
H 0.90146 0.98362 -2.00331